No. 1
# C32H33BMnNO6S2Si

A structure of composition C32H33BMnNO6S2Si (the ωB97M-V functional and the def2-TZVPD basis, the Open Molecules 2025 dataset).

Atoms and positions in Å:
Mn  0.193  0.152  0.041
C  4.518  -0.392  -0.015
C  3.082  -0.687  0.224
C  2.697  -1.951  0.918
O  2.228  0.104  -0.148
H  5.031  -0.342  0.951
H  4.637  0.550  -0.543
H  4.963  -1.213  -0.585
H  3.550  -2.442  1.383
H  2.246  -2.617  0.175
H  1.925  -1.732  1.657
C  -1.443  -3.434  0.323
O  -0.651  -2.248  0.173
C  -1.342  -1.093  -0.166
O  -2.523  -1.099  -0.349
H  -0.742  -4.264  0.378
H  -2.113  -3.554  -0.524
H  -2.033  -3.379  1.236
O  0.184  0.107  1.941
Si  0.739  0.613  3.359
C  2.530  1.227  3.241
C  3.580  0.695  4.002
C  4.877  1.198  3.900
C  5.149  2.251  3.036
C  4.122  2.794  2.269
C  2.834  2.284  2.373
C  0.719  -0.828  4.558
C  0.572  -2.137  4.091
C  0.596  -3.219  4.965
C  0.768  -3.008  6.327
C  0.906  -1.713  6.814
C  0.878  -0.635  5.936
C  -0.248  2.014  4.114
C  0.369  2.999  4.895
C  -0.379  3.994  5.520
C  -1.759  4.022  5.368
C  -2.389  3.060  4.587
C  -1.639  2.068  3.970
H  3.381  -0.125  4.685
H  5.672  0.773  4.503
H  6.154  2.650  2.964
H  4.325  3.620  1.596
H  2.038  2.724  1.777
H  0.416  -2.302  3.027
H  0.477  -4.227  4.583
H  0.786  -3.849  7.010
H  1.028  -1.544  7.878
H  0.973  0.374  6.331
H  1.449  2.999  5.010
H  0.117  4.748  6.120
H  -2.344  4.794  5.856
H  -3.466  3.086  4.459
H  -2.142  1.324  3.354
S  -0.727  2.558  0.079
C  -0.102  3.232  -1.312
N  -0.757  3.319  -2.465
C  0.045  3.599  -3.652
C  1.213  4.438  -3.155
S  1.523  3.834  -1.467
H  -1.569  2.719  -2.541
H  -0.546  4.139  -4.388
H  0.393  2.664  -4.098
H  0.962  5.495  -3.102
H  2.105  4.302  -3.759
O  0.660  -1.203  -2.763
B  -0.008  -0.215  -2.018
O  -0.767  0.576  -2.915
C  -0.552  0.058  -4.171
C  -1.061  0.484  -5.376
C  -0.654  -0.218  -6.514
C  0.224  -1.292  -6.419
C  0.728  -1.712  -5.186
C  0.314  -1.015  -4.077
H  -1.753  1.317  -5.435
H  -1.035  0.075  -7.485
H  0.524  -1.816  -7.320
H  1.413  -2.547  -5.104

Force components x, y, z for each atom (eV/Å):
0.004 0.449 0.500
0.189 0.036 0.013
-0.002 -0.097 0.246
0.032 -0.064 -0.017
0.167 0.380 -0.296
-0.023 -0.015 -0.046
-0.012 -0.029 -0.004
0.019 0.041 0.065
-0.023 -0.006 -0.017
0.006 -0.007 0.015
0.039 0.025 -0.036
0.070 0.074 0.044
-0.219 -0.135 -0.104
0.082 -0.687 -0.034
-0.214 0.135 -0.049
-0.008 0.004 0.010
-0.030 -0.020 -0.056
-0.033 -0.007 0.035
0.069 0.089 0.195
0.068 -0.086 -0.158
0.132 -0.052 0.061
-0.007 0.039 -0.139
-0.129 0.000 -0.045
-0.069 -0.039 -0.008
0.000 -0.056 -0.002
-0.022 0.020 0.006
0.033 -0.083 0.221
-0.018 0.019 0.018
0.014 0.055 0.015
-0.005 0.035 -0.044
-0.009 0.031 -0.095
-0.004 -0.131 -0.071
-0.033 0.187 0.057
-0.170 0.017 -0.018
0.010 -0.080 -0.061
0.055 -0.039 -0.011
0.038 -0.013 -0.010
0.017 -0.019 -0.053
0.013 0.042 -0.024
-0.023 0.003 -0.007
-0.031 -0.009 -0.003
-0.008 -0.037 0.032
0.035 -0.008 0.005
-0.042 0.001 0.128
-0.002 0.025 0.017
0.000 0.022 -0.020
-0.005 -0.004 -0.018
-0.007 -0.064 -0.029
-0.056 -0.011 0.002
-0.016 -0.027 -0.016
0.019 -0.017 -0.025
0.053 -0.007 0.003
0.056 0.056 0.068
0.083 0.248 0.233
0.105 -0.173 -0.214
-0.020 0.047 -0.157
-0.051 0.059 0.095
0.027 0.018 0.121
0.052 0.020 0.104
-0.041 0.069 -0.019
-0.041 0.021 -0.040
-0.003 -0.062 0.037
-0.015 0.021 -0.039
0.009 0.012 -0.034
-0.014 0.003 0.046
-0.102 0.008 -0.465
0.010 -0.228 -0.103
-0.098 0.094 0.152
-0.050 0.027 -0.124
-0.010 0.004 0.073
0.006 0.005 0.018
0.037 -0.085 -0.139
0.112 -0.038 0.114
0.048 -0.076 -0.008
0.020 0.002 0.041
-0.026 0.030 0.061
-0.042 0.038 0.008

The spin multiplicity is 5. The calculation puts the LUMO energy (spin up / spin down) at 0.183 / 0.161 eV. For the total energy, the calculation gives -4007.3002 hartree. Its expectation value of S² is 6.133.

Here are the Mulliken charges for atoms 1 to 4, given in e: number 1, Mn, carries 0.40; number 2, C, carries -1.55; number 3, C, carries 0.86; number 4, C, carries -0.76


No. 2
# C32H33BrGe2N4O2Ru

A structure of composition C32H33BrGe2N4O2Ru (the ωB97M-V functional and the def2-TZVPD basis, the Open Molecules 2025 dataset).

Atoms and positions in Å:
Ru  -0.197  -0.371  -0.308
O  -1.076  3.436  0.683
C  -0.937  2.241  0.664
N  -0.089  1.549  -0.175
C  0.820  2.264  -1.044
C  1.898  1.304  -1.467
C  3.034  1.725  -2.139
C  4.011  0.803  -2.467
C  3.838  -0.528  -2.106
C  2.685  -0.889  -1.446
N  1.721  0.003  -1.151
C  -1.633  1.295  1.602
C  -2.464  1.758  2.594
C  -3.027  0.835  3.468
C  -2.724  -0.506  3.315
C  -1.884  -0.901  2.286
N  -1.351  -0.017  1.433
H  1.270  3.112  -0.521
H  0.299  2.676  -1.916
H  3.149  2.774  -2.379
H  4.907  1.119  -2.985
H  4.588  -1.276  -2.321
H  2.509  -1.906  -1.119
H  -2.645  2.821  2.671
H  -3.682  1.162  4.264
H  -3.128  -1.256  3.979
H  -1.636  -1.939  2.137
O  -2.456  0.385  -6.308
C  -1.907  0.173  -5.114
C  -0.543  -0.047  -4.907
C  -0.102  -0.246  -3.621
N  -0.908  -0.254  -2.543
C  -2.206  -0.046  -2.780
Br  -3.330  -0.091  -1.273
C  -2.766  0.174  -4.015
H  -1.796  0.379  -7.012
H  0.159  -0.054  -5.730
H  0.950  -0.407  -3.435
H  -3.825  0.343  -4.143
C  -1.840  -3.672  -3.320
Ge  -0.235  -4.219  -2.396
C  1.393  -3.702  -3.313
C  -0.272  -6.028  -1.730
Ge  -0.203  -2.941  -0.122
C  -1.576  -3.980  0.734
C  -2.899  -3.890  0.276
C  -3.918  -4.588  0.902
C  -3.628  -5.394  1.997
C  -2.322  -5.503  2.463
C  -1.304  -4.802  1.835
C  1.440  -3.251  0.880
C  2.451  -4.108  0.442
C  3.631  -4.244  1.161
C  3.827  -3.512  2.325
C  2.835  -2.651  2.774
C  1.652  -2.527  2.057
H  -1.805  -4.078  -4.334
H  -1.910  -2.589  -3.389
H  -2.728  -4.064  -2.827
H  1.301  -4.012  -4.357
H  2.267  -4.191  -2.886
H  1.540  -2.625  -3.292
H  -0.317  -6.679  -2.608
H  -1.158  -6.194  -1.122
H  0.616  -6.282  -1.154
H  -3.139  -3.260  -0.575
H  -4.936  -4.517  0.540
H  -4.419  -5.948  2.485
H  -2.103  -6.138  3.311
H  -0.289  -4.899  2.204
H  2.332  -4.693  -0.464
H  4.399  -4.925  0.817
H  4.747  -3.618  2.884
H  2.979  -2.083  3.684
H  0.889  -1.857  2.446

Force components x, y, z for each atom (eV/Å):
-0.011 0.162 -0.152
-0.009 0.059 0.013
0.123 -0.118 0.026
-0.128 0.054 -0.097
0.101 -0.019 0.064
0.058 -0.017 -0.066
-0.044 0.057 0.031
0.010 -0.035 -0.017
0.008 -0.018 0.013
-0.035 0.036 0.071
0.146 0.066 0.064
0.066 -0.044 -0.078
-0.016 -0.025 0.049
-0.030 0.083 0.031
0.056 -0.133 -0.033
-0.041 0.177 0.017
-0.099 0.027 0.067
-0.069 0.028 0.013
0.005 -0.029 -0.020
0.016 -0.008 -0.011
-0.002 0.001 0.007
0.003 0.011 -0.007
0.016 0.017 -0.016
0.008 -0.001 -0.016
-0.002 0.006 -0.011
-0.003 0.011 0.002
-0.031 -0.082 0.001
0.097 -0.034 0.151
-0.184 0.063 -0.233
-0.014 -0.014 0.093
0.024 -0.018 0.012
-0.095 0.135 -0.115
-0.041 -0.013 -0.025
-0.048 -0.035 0.120
0.163 -0.038 0.082
-0.002 0.011 -0.079
0.001 -0.003 0.005
0.002 -0.008 0.005
-0.005 -0.007 0.003
-0.125 -0.047 -0.166
0.052 0.484 0.254
0.097 -0.060 -0.223
-0.018 -0.263 -0.048
0.032 -0.649 -0.113
-0.275 0.052 0.229
-0.014 0.042 -0.022
0.021 -0.046 0.008
-0.001 -0.044 0.024
-0.037 0.006 -0.060
0.060 -0.005 0.026
0.123 0.111 0.141
0.085 -0.020 -0.069
-0.013 0.000 0.008
-0.017 0.024 0.028
0.011 -0.048 -0.045
0.030 0.065 0.092
-0.027 0.004 0.011
-0.010 0.004 -0.012
0.000 0.013 0.003
0.060 0.002 0.012
-0.001 0.008 0.010
-0.010 0.001 -0.021
0.011 -0.047 0.056
-0.004 0.002 -0.006
0.003 0.018 0.007
0.020 0.025 0.010
0.011 0.021 -0.010
-0.006 0.017 -0.003
0.016 0.004 -0.004
0.004 0.033 -0.015
-0.051 0.019 0.004
-0.010 -0.005 -0.006
0.000 0.001 -0.008
0.000 -0.008 0.002
-0.015 -0.017 -0.062

The spin multiplicity is 5. The calculation puts the LUMO energy (spin up / spin down) at -5.492 / -7.982 eV. For the total energy, the calculation gives -8430.9328 hartree. Its expectation value of S² is 6.031. The total charge is +2.

Here are the Mulliken charges for atoms 1 to 4, given in e: number 1, Ru, carries 0.32; number 2, O, carries -0.60; number 3, C, carries -0.58; number 4, N, carries 0.12


No. 3
# C32H33CaF6N4O6P2S6

A structure of composition C32H33CaF6N4O6P2S6 (the ωB97M-V functional and the def2-TZVPD basis, the Open Molecules 2025 dataset).

Atoms and positions in Å:
Ca  0.640  -1.540  -2.176
C  -0.282  -6.702  -1.210
S  -1.817  -5.776  -1.425
C  -1.177  -4.142  -1.857
S  0.240  -4.106  -2.865
N  -1.947  -3.230  -1.396
N  -1.661  -1.854  -1.595
C  -2.807  -1.189  -1.448
C  -3.117  0.134  -1.204
C  -4.486  0.547  -1.265
C  -4.815  1.842  -1.505
C  -3.744  2.745  -1.861
C  -2.470  2.406  -1.631
N  -2.170  1.190  -0.903
H  -0.571  -7.690  -0.847
H  0.365  -6.218  -0.480
H  0.256  -6.795  -2.151
H  -3.699  -1.817  -1.489
H  -5.255  -0.216  -1.186
H  -5.845  2.168  -1.555
H  -3.960  3.678  -2.367
H  -1.632  3.028  -1.920
C  3.195  -2.622  4.597
C  2.099  -2.796  3.566
O  2.529  -3.699  2.541
P  2.894  -3.161  1.066
S  3.429  -4.639  -0.069
S  1.409  -1.937  0.501
O  4.161  -2.227  1.491
C  4.833  -1.502  0.463
C  6.064  -0.868  1.071
H  2.860  -1.947  5.388
H  4.084  -2.202  4.126
H  3.460  -3.581  5.045
H  1.812  -1.839  3.127
H  1.204  -3.236  4.011
H  4.156  -0.753  0.052
H  5.104  -2.189  -0.344
H  5.789  -0.221  1.907
H  6.587  -0.269  0.323
H  6.745  -1.634  1.445
F  3.407  2.467  -3.699
C  3.987  1.342  -4.121
F  5.189  1.249  -3.543
F  4.157  1.417  -5.435
S  2.972  -0.146  -3.665
O  3.262  -0.405  -2.280
O  3.298  -1.128  -4.650
N  1.470  0.352  -3.687
S  0.590  0.155  -5.019
O  -0.031  -1.138  -4.947
O  1.216  0.622  -6.217
C  -0.783  1.378  -4.661
F  -0.673  2.426  -5.480
F  -1.952  0.795  -4.875
F  -0.733  1.815  -3.408
C  -3.833  5.503  2.108
C  -4.556  4.299  2.006
C  -3.957  3.123  1.638
C  -2.538  3.065  1.367
C  -1.826  4.317  1.419
C  -2.456  5.474  1.787
P  -1.830  1.631  0.734
C  -0.041  1.883  0.746
C  0.608  2.007  1.972
C  1.968  2.264  2.016
C  2.684  2.413  0.836
C  2.046  2.278  -0.387
C  0.687  1.999  -0.432
C  -2.190  0.210  1.791
C  -1.799  -1.073  1.424
C  -2.013  -2.144  2.279
C  -2.611  -1.933  3.511
C  -2.988  -0.650  3.893
C  -2.777  0.422  3.040
H  -4.323  6.426  2.386
H  -5.622  4.296  2.209
H  -4.557  2.228  1.528
H  -0.772  4.342  1.173
H  -1.875  6.391  1.828
H  0.038  1.905  2.888
H  2.472  2.345  2.971
H  3.747  2.615  0.870
H  2.608  2.364  -1.307
H  0.188  1.876  -1.386
H  -1.325  -1.259  0.472
H  -1.709  -3.133  1.961
H  -2.781  -2.768  4.181
H  -3.445  -0.482  4.861
H  -3.057  1.424  3.337

Force components x, y, z for each atom (eV/Å):
-0.317 -0.474 0.512
-0.002 -0.021 -0.015
0.073 0.070 0.015
-0.107 -0.050 -0.009
0.035 0.267 -0.050
0.048 -0.008 0.085
-0.013 0.010 -0.206
0.036 -0.093 -0.134
-0.054 0.027 -0.042
-0.002 0.004 -0.003
-0.024 -0.020 -0.006
0.029 -0.016 0.048
-0.134 0.159 0.218
0.038 0.014 0.042
-0.013 -0.003 0.008
-0.002 0.004 -0.007
-0.007 -0.017 0.007
0.012 -0.014 0.079
0.000 -0.002 0.006
-0.001 -0.009 -0.009
0.007 0.009 0.007
-0.213 0.050 0.190
-0.001 0.003 0.006
0.019 -0.017 -0.014
-0.035 0.006 0.015
0.049 -0.055 0.008
-0.005 0.014 0.011
-0.012 0.203 0.017
-0.055 -0.019 -0.025
0.012 0.000 0.009
0.001 0.005 0.008
0.001 -0.005 0.002
-0.003 0.002 0.003
0.003 -0.002 -0.005
-0.001 -0.005 -0.001
0.001 0.003 0.002
-0.034 0.069 -0.010
-0.006 -0.005 0.001
-0.016 0.021 -0.017
-0.003 0.000 0.003
0.002 -0.003 -0.005
0.007 0.035 0.020
0.029 -0.039 0.107
-0.007 -0.014 -0.031
-0.036 0.028 -0.015
0.187 0.056 -0.083
0.058 0.028 -0.032
0.069 0.063 -0.031
0.022 0.131 -0.169
-0.039 0.028 -0.034
-0.080 0.060 -0.084
-0.025 -0.117 -0.043
0.022 -0.012 -0.088
0.027 0.025 0.042
0.022 0.003 -0.014
0.287 -0.233 -0.492
-0.002 -0.004 0.000
0.005 -0.002 0.003
-0.006 -0.015 -0.006
0.074 0.014 -0.040
-0.032 -0.014 0.014
0.012 0.000 0.001
-0.047 0.050 0.051
0.007 -0.057 0.031
-0.010 0.006 0.010
-0.002 0.005 0.018
0.036 -0.038 -0.002
0.037 -0.086 -0.027
-0.044 -0.003 -0.044
-0.029 -0.030 -0.049
0.052 0.048 0.077
-0.009 0.001 -0.005
-0.016 0.004 -0.007
0.005 -0.007 0.000
0.007 0.008 0.009
0.003 0.002 0.001
0.000 0.001 -0.001
-0.010 -0.001 -0.007
0.010 0.007 -0.004
-0.004 0.002 -0.001
0.009 -0.010 0.000
-0.008 0.000 -0.003
0.024 -0.011 0.001
-0.020 0.007 0.015
0.083 -0.012 0.098
0.011 -0.012 0.056
0.017 0.002 0.010
0.004 -0.002 0.003
-0.003 0.004 0.000
-0.004 -0.003 0.002

The spin multiplicity is 2. The calculation puts the LUMO energy (spin up / spin down) at 4.011 / 4.009 eV. For the total energy, the calculation gives -6258.4953 hartree. Its expectation value of S² is 0.768. The total charge is -2.

Here are the Mulliken charges for atoms 1 to 4, given in e: number 1, Ca, carries 1.49; number 2, C, carries -0.72; number 3, S, carries -0.14; number 4, C, carries 0.36